[1]
C23H33BrF4N3O2 | ωB97M-V/def2-TZVPD

Element x y z (Å)
C1 2.37541 -0.16151 4.81509
C2 1.90162 -0.29189 3.30560
O1 0.47126 -0.11777 3.21594
C3 0.03646 0.08105 1.91574
C4 -0.34408 1.39453 1.40795
C5 -0.28105 2.60293 2.39194
Br1 1.58287 2.98507 3.01651
C6 -1.28107 2.29651 3.61396
C7 -0.77403 2.81200 5.01158
C8 -0.76300 1.47990 -0.02969
C9 -1.13596 2.94427 -0.49688
C10 0.13368 3.79400 -0.96020
C11 1.51233 3.03658 -0.85818
N1 2.56910 4.05479 -1.20514
C12 -0.83549 0.31709 -0.93951
C13 -1.23287 0.67062 -2.38919
N2 -2.72893 0.60134 -2.47242
C14 -3.20591 1.02052 -3.81135
C15 -0.51543 -1.03724 -0.41125
C16 -0.62422 -2.28307 -1.24223
C17 -1.15550 -2.33720 -2.68898
C18 -0.03074 -2.25898 -3.82188
F1 -1.92653 -3.51588 -2.99858
N3 -0.20292 -3.44927 -0.64383
C19 -0.15205 -4.77654 -1.32543
O2 0.71887 -4.73924 -2.48736
C20 1.95196 -5.27063 -2.17850
F2 2.79755 -4.95032 -3.21320
F3 1.95392 -6.63017 -2.08884
F4 2.51777 -4.70741 -1.05032
C21 0.25766 -3.54122 0.69315
C22 0.31889 -2.40936 1.55700
C23 -0.06353 -1.07948 1.01350
H1 1.84425 -0.91489 5.46627
H2 3.45848 -0.48767 4.82604
H3 2.29855 0.88191 5.20537
H4 2.50136 0.44105 2.70839
H5 2.25491 -1.31713 2.98018
H6 -0.63011 3.56798 1.95503
H7 -1.57831 1.22159 3.67499
H8 -2.22962 2.87057 3.38620
H9 -0.32127 3.83969 4.98707
H10 -0.12258 2.06970 5.55668
H11 -1.69429 2.91362 5.66456
H12 -1.73393 3.45173 0.31420
H13 -1.83589 2.92595 -1.38233
H14 0.20320 4.77971 -0.43082
H15 -0.00254 4.04775 -2.05369
H16 1.70752 2.72448 0.19958
H17 1.63490 2.21282 -1.61084
H18 3.23629 3.66596 -1.87335
H19 3.10874 4.25398 -0.36153
H20 -0.98118 1.73448 -2.69934
H21 -0.74449 0.05573 -3.19295
H22 -3.07641 1.26268 -1.77194
H23 -3.03426 2.11529 -4.02057
H24 -2.75421 0.34668 -4.58761
H25 -4.32371 0.85633 -3.81655
H26 -1.93447 -1.55807 -2.92920
H27 -0.25248 -1.36102 -4.46688
H28 -0.15689 -3.14448 -4.50786
H29 0.98266 -2.21981 -3.35498
H30 -1.17986 -5.14642 -1.59556
H31 0.27740 -5.57049 -0.66088
H32 0.57819 -4.51767 1.13748
H33 0.65401 -2.53605 2.60988

Values from the calculation:
- E_HOMO: -11.503 eV
- LUMO level: -4.627 eV
- SMILES: CCOc1c([C@H](Br)CC)c(CCCN)c(CNC)c2c([C@@H](C)F)[n+](COC(F)(F)F)ccc12
- Charge: +1

=====

[2]
C5H10O2 | ωB97M-V/def2-TZVPD

Element x y z (Å)
O1 -0.89950 -0.53149 2.40231
C1 -0.96543 0.58217 1.52985
C2 -0.19674 0.39208 0.23949
C3 -0.48223 -0.68438 -0.78737
C4 0.97547 -0.95960 -1.37267
O2 1.88577 -0.19244 -0.63201
C5 0.60735 1.39345 -0.35332
H1 -1.26852 -1.29523 1.94101
H2 -2.01615 0.84203 1.31447
H3 -0.53584 1.42320 2.08707
H4 1.02585 -0.06300 0.43028
H5 -0.91442 -1.58477 -0.32968
H6 -1.16365 -0.36247 -1.58532
H7 1.01899 -0.69138 -2.43936
H8 1.22268 -2.02742 -1.29093
H9 0.63619 1.59734 -1.42407
H10 1.07017 2.16194 0.27025

Values from the calculation:
- E_HOMO: -8.579 eV
- LUMO level: 0.266 eV
- Charge: 0
- Energy relative to the best compared isomer or geometry (same formula, charge and spin): 122.2 kcal per mole

=====

[3]
CHO6S | ωB97M-V/def2-TZVPD

Element x y z (Å)
C1 0.34787 -1.17747 0.25605
O1 2.04507 0.95013 1.15865
O2 0.96295 -2.07473 -0.14538
O3 1.32820 0.51013 -1.17090
O4 -0.23522 1.44404 0.45083
O5 -2.02382 -0.02594 -0.72155
O6 -2.14315 -0.83596 0.35993
S1 0.95872 0.65690 0.22334
H1 -1.24062 0.55291 -0.41097

Values from the calculation:
- E_HOMO (spin up / spin down): -3.650 / -6.194 eV
- LUMO level (spin up / spin down): 3.347 / 3.562 eV
- Charge: -1
- Energy relative to the best compared isomer or geometry (same formula, charge and spin): 141.6 kcal per mole